Molecular formula: FN2O2
Method: DFT, wB97M-V/def2-TZVPD

Element x y z (Å)
F 2.32060 -0.35302 1.50386
O -1.32482 0.69281 -0.91745
O -0.34533 -1.26562 -0.19408
N 0.19870 0.96490 0.11960
N -0.36487 -0.07306 -0.20323

LUMO level (spin up / spin down): 2.2272 / 2.2327 eV
Orbital gap (spin up / spin down): 6.428 / 6.449 eV
HOMO (spin up / spin down): -4.2 / -4.2 eV
Charge: -1